Entry from OMol25: a molecular structure, C17H18NO2ReS6SbSe at a distorted geometry (ωB97M-V with the def2-TZVPD basis set).

Geometry as XYZ:
```
47
Properties=species:S:1:pos:R:3:forces:R:3:lowdin_charge:R:1
Re 1.55914 1.13110 -0.31357 0.19 0.21 -1.02 0.782
Sb 4.03323 2.92574 -1.82416 0.08 0.21 0.02 -0.054
Se 3.54197 2.77635 3.70427 0.21 0.16 0.47 0.655
S 4.40333 3.11955 -4.04002 -0.12 -0.10 0.52 -0.197
S 3.52172 0.51474 -1.28598 -0.36 0.14 0.28 0.020
S 5.10405 3.87845 -0.08283 -0.32 -0.34 -0.53 -0.164
S 0.71544 -2.35000 -1.04554 -0.43 -0.28 -0.84 1.049
S 1.54416 3.13059 -1.41296 0.00 -0.52 0.33 0.008
S -1.77880 1.56274 1.15078 -0.44 -0.28 0.64 1.062
O 0.90093 -1.10037 -0.23276 0.12 0.69 0.45 -0.675
O -0.65882 1.25746 0.18911 0.60 -0.17 -0.15 -0.682
N 2.12396 1.69354 1.41950 -0.03 -0.11 0.49 -0.194
C 2.72353 2.13952 2.33917 -0.33 -0.16 -0.40 -0.932
C -2.06804 -1.20733 0.80471 0.04 0.01 -0.14 -0.239
C -1.79001 2.22352 3.76908 -0.03 0.08 -0.13 -0.085
C 0.69388 -1.87682 -2.78583 0.11 -0.09 0.18 -0.389
C -2.85192 0.05703 1.12939 0.17 0.23 -0.22 -0.279
C -1.09797 -2.72501 -0.95866 0.24 0.15 0.24 -0.281
C -0.34510 0.35811 3.24209 0.19 -0.04 0.09 -0.081
C 0.56723 -0.26847 -4.55031 -0.01 0.03 -0.07 -0.038
C 0.63600 -0.55973 -3.19648 -0.06 -0.05 0.11 -0.096
C -1.45534 2.10781 5.10906 -0.01 -0.05 0.06 -0.062
C -1.23145 1.34748 2.84872 0.04 0.20 -0.27 -0.392
C 0.64885 -2.62058 -5.05888 -0.01 -0.01 -0.02 -0.066
C 0.72099 -2.91503 -3.70821 0.06 -0.04 0.08 -0.096
C 0.56035 -1.29867 -5.47783 0.00 -0.01 0.01 -0.059
C -1.91801 -1.46805 -0.69515 -0.01 0.07 0.08 -0.230
C -0.02102 0.24683 4.58515 0.02 -0.01 -0.05 -0.053
C -0.57355 1.11768 5.51392 0.02 0.04 0.03 -0.060
H -0.29615 1.03592 6.55629 -0.01 0.00 0.00 0.111
H 0.49300 -1.07264 -6.53349 0.05 0.01 0.00 0.111
H 0.65044 0.25100 -2.47968 -0.12 0.06 -0.09 0.035
H -3.64613 0.24432 0.40415 0.05 0.02 -0.03 0.093
H -1.86913 2.79628 5.83336 -0.02 0.00 -0.02 0.111
H 0.52511 0.76165 -4.87726 0.03 0.02 0.04 0.122
H -1.44517 -0.60968 -1.17506 -0.07 0.01 -0.02 0.092
H -2.57292 -2.06106 1.26347 -0.04 0.02 0.03 0.126
H -1.07719 -1.14592 1.24818 -0.04 -0.12 -0.01 0.071
H 0.67738 -0.51416 4.90496 0.03 0.01 -0.01 0.115
H -1.22007 -3.45548 -0.15655 0.03 -0.01 -0.02 0.092
H -2.47521 2.99250 3.43145 0.05 0.03 0.03 0.110
H -2.90809 -1.57975 -1.14366 0.02 -0.07 -0.04 0.125
H -1.34813 -3.19601 -1.90670 0.09 -0.06 -0.01 0.091
H 0.67246 -3.42093 -5.78630 -0.01 0.00 0.01 0.110
H -3.29210 0.02196 2.12452 -0.04 0.06 -0.01 0.097
H 0.80764 -3.94137 -3.36810 0.00 -0.01 -0.05 0.114
H 0.11553 -0.30482 2.52464 0.09 0.07 -0.05 0.096
```
Positions in Å, forces in eV/Å.

Calculated values
expectation value of S² = 3.793
electronic energy = -162530.61173 eV
2S+1 = 4
LUMO energy (spin up / spin down) = -0.49 / -1.19 eV
energy relative to the best compared isomer or geometry (same formula, charge and spin) = 0.649 eV